1.
ORCA calculation (ωB97M-V/def2-TZVPD) on C34H59ClN2O2SiZn as an isolated structure at a distorted geometry.

Computed properties:
- DFT total energy: -112108.830 eV
- Frontier orbital gap: 0.2917 hartree
- Energy relative to the best compared isomer or geometry (same formula, charge and spin): 0.000 eV

Structure (XYZ):
```
100
Properties=species:S:1:pos:R:3:lowdin_charge:R:1
H -0.94648 1.31235 -1.99338 0.002
O -2.25060 -2.31400 -5.18285 -0.155
H -4.24971 -3.65954 -4.28258 0.078
C -0.70088 -1.79427 -6.91532 -0.081
H 5.79237 -0.92350 0.89049 0.122
C 3.96584 0.02473 1.50742 -0.247
H -2.70850 -1.18605 -3.40268 0.112
H -2.22905 2.33573 4.98970 0.082
H -1.97625 -0.09682 -0.20075 0.053
C 5.10251 -1.66549 2.82384 -0.088
C 2.15568 -0.37591 4.85023 -0.040
Cl -1.05535 -1.90264 4.34164 0.567
H 4.75320 1.51089 0.18653 0.092
C -0.55842 -2.28699 2.72530 -0.742
C -1.51685 -1.23135 -5.77722 -0.291
C 0.46963 2.76343 2.20104 -0.061
H -2.36255 0.77278 5.81424 0.080
C -1.41334 3.59893 -3.48592 -0.182
C 1.62484 2.00927 2.40572 -0.340
H -0.52453 0.57796 -3.61455 0.011
H 1.32601 4.73488 -1.71835 0.036
C -3.83549 -2.98595 -3.52941 -0.077
H 1.13256 -0.70993 4.61500 0.007
H 0.13391 -3.12894 2.77714 -0.002
H 3.70099 2.62553 2.19522 0.078
H -0.04550 -1.01636 -7.30622 0.074
H 3.82266 0.25212 -0.64364 0.080
C 4.17104 -1.52647 3.85119 -0.048
H -0.72238 -4.39773 -1.78756 0.079
C 3.12668 -0.62580 3.73209 -0.218
H 2.76958 -1.51867 0.00592 0.081
H 0.67410 0.52338 -2.30051 0.035
C -2.93758 0.40983 -0.02881 -0.053
H 0.57091 3.84364 2.24238 0.096
H -0.08892 -2.63907 -6.58802 0.079
H -1.29296 4.22462 -4.38664 0.026
H 2.60077 3.84396 2.88243 0.083
H -2.81322 1.46524 -0.32759 0.075
H -2.10349 2.77059 -3.72548 0.029
C 2.34611 -2.48275 -0.31261 -0.237
H 4.24730 -2.10212 4.78798 0.118
N 1.70806 0.69120 2.22779 0.003
H 2.10216 0.69071 5.12282 0.085
C -0.83096 2.26963 2.07188 -0.337
C -2.48365 0.63558 2.42916 -0.243
H 2.47673 -0.94517 5.73416 0.085
H 2.53439 2.73577 -4.02947 0.031
C -4.25660 0.32359 4.05986 -0.053
C -4.68524 -0.09874 1.71483 -0.054
C -0.08241 -3.10048 -0.24323 -0.228
H 5.91675 -2.38687 2.92464 0.103
H -2.35309 3.54155 2.95302 0.088
C -5.11376 -0.10537 3.04397 -0.084
H 4.17741 -3.48639 -0.80267 0.085
C -1.91147 3.33036 1.96325 -0.014
H -3.90821 -1.17089 -4.69819 0.118
C -3.16214 -1.80986 -4.20003 -0.292
H -2.72532 3.05310 1.27579 0.079
H -0.81727 -0.73465 -5.07185 0.092
O 1.11472 -2.60034 0.46867 -0.255
H 2.85734 -4.57737 -0.33198 0.070
H -1.45851 -2.53046 2.15928 -0.009
C 2.95451 0.04718 2.49807 -0.236
H 3.75609 -3.60670 0.89952 0.072
H 1.75404 3.17979 -0.96117 0.020
H -4.58752 0.35972 5.09555 0.110
H 1.04570 -4.41281 -1.58347 0.075
C 3.86060 0.87094 0.26648 -0.048
C -2.08728 1.24951 4.86401 -0.071
C 0.93046 3.74530 -1.43124 -0.170
H -3.68332 -0.02960 -0.70294 0.075
H 0.13624 3.89027 -0.67463 0.025
C -3.38036 0.28408 1.39558 -0.226
C 0.15137 -3.78317 -1.57184 -0.072
H -4.63409 -2.64804 -2.86706 0.075
H -1.38309 -2.13732 -7.69478 0.077
C 1.54976 3.07803 -4.38052 -0.193
C -0.15961 1.13272 -2.72049 -0.181
H 1.61608 4.13035 -4.69367 0.029
H -3.13349 -3.57591 -2.93031 0.065
H -5.35690 -0.38153 0.90438 0.104
H -1.46833 4.26917 1.60247 0.076
Si 0.29294 2.93671 -2.99744 0.447
H -0.60138 -3.76056 0.47015 0.112
C 5.02185 -0.86538 1.67580 -0.062
H 0.19569 -3.04473 -2.37637 0.077
C 2.84306 2.77276 2.86762 -0.007
H 3.14525 2.47339 3.88446 0.094
H 2.06522 -2.36781 -1.37380 0.111
H -1.84827 4.20590 -2.67748 0.028
H -6.12978 -0.41309 3.28740 0.097
H 1.23256 2.45388 -5.22762 0.029
C -2.94877 0.70742 3.76569 -0.256
H -2.20798 -0.44606 -6.14366 0.124
H -1.01931 1.07017 4.68828 0.059
N -1.14651 0.97868 2.11171 0.060
Zn 0.39187 -0.80597 1.87761 0.789
H -0.73365 -2.20947 -0.38212 0.106
H 2.97674 1.51657 0.26012 0.056
C 3.33606 -3.61874 -0.11145 -0.052
```

***

2.
ORCA calculation (ωB97M-V/def2-TZVPD) on C25H31Cl2HfO7 as an isolated structure at a distorted geometry.

Computed properties:
- DFT total energy: -67112.159 eV
- Frontier orbital gap: 0.1028 hartree
- Total charge: -1

Structure (XYZ):
```
66
Properties=species:S:1:pos:R:3:lowdin_charge:R:1
C -0.86576 2.07891 -1.59039 -0.514
H 3.02015 -0.87901 -7.32226 0.095
C 0.08695 0.92966 -3.80792 -0.071
H 3.88290 -0.78067 -5.74337 0.098
H 2.47760 0.29010 1.98538 0.086
H -1.96770 0.31873 5.97427 0.043
C 1.88097 -1.58227 3.11908 -0.229
O -0.41136 1.75260 4.12586 -0.207
H 1.18355 2.82368 -1.84621 0.084
H -0.83066 -2.13991 6.05625 0.108
H 3.04910 -2.29505 -6.21158 0.101
Cl -0.16871 1.12997 7.44402 0.583
C -1.36888 -2.24535 3.86728 -0.223
H -2.55412 3.37041 -1.97308 0.088
H -0.07076 1.44387 -4.76106 0.132
C -2.04159 -1.31200 3.01021 -0.247
H -2.27052 -1.44522 1.94668 0.058
H 1.08710 1.23990 -1.02178 0.086
C 3.01352 -1.19267 -6.27374 -0.046
O 1.78886 -0.70892 -5.73491 -0.026
C -1.34865 -0.25630 -2.17238 -0.205
H -0.35020 -4.13966 -4.78072 0.096
O -1.63246 1.47127 -0.51215 -0.092
C -0.66982 -3.44917 -5.58051 -0.028
C 2.25021 -0.20701 2.93704 -0.243
C 0.17022 -0.59240 -3.98632 -0.235
C -0.88316 -1.04346 -5.09479 -0.379
H -2.31583 -0.44259 -0.19546 0.117
C 1.61821 -0.92698 -4.42911 -0.440
H 0.65490 -1.05292 -1.97599 0.131
H -1.03127 3.91769 -2.73733 0.086
H 1.84693 -2.34429 2.32682 0.092
H -1.27118 4.11324 -0.97943 0.088
O 2.47493 -1.28123 -3.65697 0.135
C -0.41549 2.74644 4.99778 -0.586
C -1.04397 1.14111 -2.83998 -0.162
O -1.29965 -0.24219 -5.89987 0.147
H -1.40568 -3.94513 -6.21751 0.089
C -1.46693 3.45826 -1.84075 -0.027
O -1.34746 -2.32272 -4.98357 -0.066
H -0.04169 3.41224 7.05067 0.025
H -1.01464 -3.23966 3.56482 0.105
C 0.30181 2.58201 6.46425 -0.910
C 1.61716 -1.78576 4.50998 -0.235
H -0.53004 -0.28029 -0.14802 0.102
C -0.22024 -1.16356 -2.63096 -0.072
H 2.38908 1.49155 4.40774 0.038
C -2.36796 -0.15309 3.79635 -0.248
Hf -0.04439 -0.14726 3.72636 1.198
H 1.36314 -2.74456 4.97780 0.104
H -2.84428 0.76094 3.42670 0.109
O -0.88174 3.86165 4.91684 0.054
H 0.60292 2.72424 -0.16316 0.098
H 1.69377 -0.36701 6.26654 0.053
Cl 2.07794 2.78805 6.46116 0.594
H 0.19752 -3.13329 -6.17302 0.091
C 0.59523 2.21704 -1.14430 -0.022
C 2.19667 0.43253 4.21537 -0.275
C -1.45528 0.04159 -0.68334 -0.145
H 1.04153 1.26083 -3.37235 0.124
C -1.86524 -0.37081 5.13196 -0.267
C -1.26168 -1.66931 5.16748 -0.222
H -0.50947 -2.22137 -2.65467 0.132
H -1.96008 1.47604 -3.36909 0.154
C 1.78527 -0.54454 5.19045 -0.257
H -2.31957 -0.62687 -2.55707 0.153
```

***

| no. | HOMO energy (Ha) |
| --- | --- |
| 1 | -0.275 |
| 2 | -0.029 |